(1)
3 unconnected molecules or ions with the total composition C3H14N2O2, computed with ωB97M-V/def2-TZVPD.

Summary:
F_max: 0.72 eV/A
E_LUMO: 0.88 eV
SMILES: NCCCN.O.O
ΔE to the lowest compared entry with this formula, charge and spin: 7.45 kcal per mole
gap between HOMO and LUMO: 9.897 eV
HOMO level: -9.02 eV
E_tot: -10413.468 eV

XYZ file:
```
21
C3H14N2O2 | the OMol25 dataset | ωB97M-V/def2-TZVPD
C 0.68765 -0.73418 -1.85177
C 0.91661 -0.26693 -0.42926
C 1.10840 1.24026 -0.39853
N 1.22158 1.76184 0.98299
N 0.24113 -2.12682 -1.85214
H -0.05926 -0.08243 -2.32626
H 1.61363 -0.63246 -2.42355
H 0.10348 -0.55754 0.24423
H 1.80857 -0.72654 0.00169
H 0.25381 1.76217 -0.83515
H 1.99386 1.50507 -0.99314
H 2.03527 1.35995 1.42112
H 1.48203 2.74324 0.93608
H -0.02870 -2.40853 -2.78573
H -0.54465 -2.18715 -1.21728
H -0.54087 1.36311 1.79413
H -0.70235 0.51568 3.01376
O -1.22706 1.08982 2.44426
H -3.08927 -1.02832 0.16264
H -2.28182 -0.63177 1.38640
O -2.19229 -1.07769 0.53001
```

=====

(2)
3 unconnected molecules or ions with the total composition C3H14N2O2 at a distorted geometry, computed with ωB97M-V/def2-TZVPD.

Summary:
F_max: 2.59 eV/A
E_LUMO: 0.86 eV
SMILES: NCCCN.O.O
ΔE to the lowest compared entry with this formula, charge and spin: 25.85 kcal per mole
gap between HOMO and LUMO: 10.575 eV
HOMO level: -9.72 eV
E_tot: -10412.670 eV

XYZ file:
```
21
C3H14N2O2 | the OMol25 dataset | ωB97M-V/def2-TZVPD
C 0.56216 -1.69239 -2.10453
C 0.59839 -0.54040 -1.13184
C 0.95957 -0.97613 0.30585
N 0.14175 -0.24105 1.31737
N 1.01423 -1.17783 -3.46386
H -0.45699 -2.08654 -2.23605
H 1.23568 -2.55132 -2.00628
H -0.35127 0.00170 -1.10141
H 1.36546 0.19079 -1.41377
H 0.56908 -2.00051 0.34223
H 2.04514 -1.06180 0.41023
H 0.42609 -0.50135 2.26065
H -0.72463 -0.77109 1.24543
H 0.98891 -1.98536 -4.08020
H 0.25973 -0.57991 -3.79335
H -0.93315 1.58493 1.22481
H -0.69851 3.06533 0.72013
O -1.29380 2.47846 1.15531
H -2.45773 3.11459 4.60582
H -1.69604 2.87792 3.39164
O -1.55409 2.85194 4.35181
```

=====

(3)
3 unconnected molecules or ions with the total composition C3H14N2O2S at a distorted geometry, computed with ωB97M-V/def2-TZVPD.

Summary:
F_max: 3.90 eV/A
E_LUMO: 0.49 eV
SMILES: NC[C@@H](N)CS.O.O
ΔE to the lowest compared entry with this formula, charge and spin: 15.62 kcal per mole
gap between HOMO and LUMO: 9.526 eV
HOMO level: -9.04 eV
E_tot: -21247.701 eV

XYZ file:
```
22
C3H14N2O2S | the OMol25 dataset | ωB97M-V/def2-TZVPD
N 2.25898 1.51610 -0.34562
C 1.36321 0.34552 -0.17879
C 1.41867 -0.51514 -1.34555
S -0.05867 -1.70362 -1.32405
C 1.77409 -0.38872 1.18670
N 0.65921 -0.56212 2.13395
H 2.77639 1.39706 -1.21218
H -1.09622 -0.84414 -1.49809
H 2.95135 1.53509 0.39651
H 0.31059 0.73101 -0.00395
H 2.25492 -1.20972 -1.47543
H 1.26462 0.07001 -2.25000
H 2.13118 -1.37755 0.84932
H 2.47206 0.16934 1.76653
H 0.00754 -1.20662 1.69364
H 0.26800 0.38170 2.20358
H -2.90277 -0.70416 1.70562
H -3.94762 -0.95602 0.51115
O -3.78219 -0.50008 1.34308
H -2.86846 1.74167 -1.01476
H -4.05619 1.16225 -1.74456
O -3.19870 0.91814 -1.39710
```

=====

(4)
A molecular structure, C3H14N3OPd at a distorted geometry, computed with ωB97M-V/def2-TZVPD.

Summary:
F_max: 4.10 eV/A
E_LUMO (alpha / beta): -2.74 / -7.28 eV
gap between HOMO and LUMO (alpha / beta): 7.149 / 6.471 eV
HOMO level (alpha / beta): -9.89 / -13.75 eV
spin multiplicity: 5
charge: +1
E_tot: -13321.321 eV

XYZ file:
```
22
C3H14N3OPd | the OMol25 dataset | ωB97M-V/def2-TZVPD
C 0.01781 0.19814 -2.85525
Pd -0.69668 -0.97396 -1.46033
N -0.91226 -2.29104 0.28291
H -0.78111 -2.49986 -2.00260
H 0.08581 -2.30922 0.47092
H -1.88077 -1.82637 -2.22284
H -0.23549 -0.57951 -3.61648
H 1.01855 0.65867 -2.79111
H -0.87737 0.87062 -2.83199
H -1.48004 -1.93539 1.05080
H -1.23458 -3.19701 -0.04490
C 2.21358 1.25700 2.01643
N 0.78238 1.45105 1.88223
C 0.04345 0.94934 0.88615
N -1.29020 1.25355 0.90672
O 0.56061 0.14450 0.04665
H 2.56780 0.46971 1.34281
H 2.44752 0.97456 3.04937
H 2.74491 2.19060 1.78747
H 0.31929 2.06587 2.53407
H -1.84478 1.13049 0.06001
H -1.56843 1.99824 1.50896
```

=====

(5)
4 unconnected molecules or ions with the total composition C3H14N6O4 at a distorted geometry, computed with ωB97M-V/def2-TZVPD.

Summary:
F_max: 5.77 eV/A
E_LUMO (alpha / beta): -2.91 / -8.39 eV
gap between HOMO and LUMO (alpha / beta): 8.758 / 3.287 eV
HOMO level (alpha / beta): -11.67 / -11.67 eV
spin multiplicity: 2
charge: +1
E_tot: -20461.165 eV

XYZ file:
```
27
C3H14N6O4 | the OMol25 dataset | ωB97M-V/def2-TZVPD
O -13.02057 -29.17230 -15.79843
H -13.64348 -29.73443 -15.33775
H -12.93009 -29.57260 -16.66319
C -13.52051 -26.64714 -19.12556
O -13.19260 -27.63210 -19.69083
N -13.99512 -25.54152 -19.64102
N -13.45876 -26.62821 -17.79957
H -14.18576 -24.70790 -19.10359
H -14.19440 -25.60613 -20.62906
H -13.70667 -25.72645 -17.41816
H -13.04181 -27.38602 -17.27805
C -15.64862 -30.31929 -12.76747
O -14.48502 -29.98205 -12.95945
N -16.29916 -31.20473 -13.45729
N -16.39843 -29.89451 -11.80005
H -15.88879 -31.88152 -14.08470
H -17.30392 -31.23939 -13.36056
H -15.99903 -29.26682 -11.11699
H -17.25976 -30.35442 -11.54179
C -10.80119 -30.52104 -13.24984
O -9.95166 -30.87080 -14.13069
N -11.61720 -29.56447 -13.30637
N -10.73162 -30.88541 -12.03598
H -11.83769 -29.15377 -14.20237
H -12.37872 -29.70110 -12.65713
H -11.48012 -30.45557 -11.51148
H -10.12479 -31.58065 -11.62548
```

=====

(6)
3 unconnected molecules or ions with the total composition C3H14NO2 at a distorted geometry, computed with ωB97M-V/def2-TZVPD.

Summary:
F_max: 1.94 eV/A
E_LUMO: -2.77 eV
ΔE to the lowest compared entry with this formula, charge and spin: 14.58 kcal per mole
gap between HOMO and LUMO: 13.110 eV
HOMO level: -15.88 eV
charge: +1
E_tot: -8917.154 eV

XYZ file:
```
20
C3H14NO2 | the OMol25 dataset | ωB97M-V/def2-TZVPD
C 1.38881 0.71433 -1.35480
C 1.05330 -0.48567 -0.49482
N -0.21367 -0.25772 0.34981
C -0.49971 -1.45712 1.26112
H 0.78839 0.84441 -2.27030
H 2.35108 0.52876 -1.86827
H 1.46071 1.73366 -0.85324
H 1.85909 -0.61298 0.21539
H 0.95766 -1.49283 -0.96778
H -0.02979 0.58257 0.92375
H -0.85762 -0.05074 -0.41801
H 0.44963 -1.79058 1.67983
H -1.18522 -1.11753 2.03618
H -0.97431 -2.25755 0.71603
H -3.05604 -0.73300 -1.51987
H -2.28731 -0.92634 -2.70161
O -2.13312 -0.61007 -1.79678
H 1.44785 1.51569 2.45859
H 0.44931 2.72125 2.37877
O 0.70661 1.88948 1.96948
```

=====

(7)
3 unconnected molecules or ions with the total composition C3H14NO2 at a distorted geometry, computed with ωB97M-V/def2-TZVPD.

Summary:
F_max: 2.29 eV/A
E_LUMO: -3.01 eV
ΔE to the lowest compared entry with this formula, charge and spin: 22.03 kcal per mole
gap between HOMO and LUMO: 12.549 eV
HOMO level: -15.56 eV
charge: +1
E_tot: -8916.830 eV

XYZ file:
```
20
C3H14NO2 | the OMol25 dataset | ωB97M-V/def2-TZVPD
C -0.05652 -2.01582 0.81797
C 0.33272 -0.56993 0.96136
N -0.27701 0.41591 0.02092
C -0.49524 1.81140 0.49407
H -0.26006 -2.27514 -0.23032
H 0.73241 -2.70276 1.08116
H -1.02544 -2.17658 1.28345
H 0.09747 -0.20873 1.96629
H 1.41141 -0.45620 0.86664
H -1.19509 0.00538 -0.18832
H 0.19666 0.38263 -0.88085
H -0.56164 1.70924 1.57218
H -1.49478 2.09551 0.15020
H 0.14223 2.58310 0.08486
H 3.38033 1.67154 0.10354
H 2.93680 0.88976 -1.02657
O 2.55804 1.36233 -0.28846
H -2.82044 -0.52302 -1.98760
H -1.66429 -1.09792 -2.85018
O -1.93756 -0.90070 -1.95035
```

=====

(8)
3 unconnected molecules or ions with the total composition C3H14NO2 at a distorted geometry, computed with ωB97M-V/def2-TZVPD.

Summary:
F_max: 1.98 eV/A
E_LUMO (alpha / beta): -7.12 / -15.96 eV
ΔE to the lowest compared entry with this formula, charge and spin: 36.96 kcal per mole
gap between HOMO and LUMO (alpha / beta): 14.321 / 4.097 eV
HOMO level (alpha / beta): -21.44 / -20.05 eV
spin multiplicity: 2
charge: +2
E_tot: -8900.749 eV

XYZ file:
```
20
C3H14NO2 | the OMol25 dataset | ωB97M-V/def2-TZVPD
C 0.83082 1.03519 2.29631
C 0.78162 0.64276 0.87962
N -0.49534 0.10228 0.37029
C -0.89924 -1.29425 0.76972
H 1.78282 1.47325 2.60834
H 0.11086 1.84787 2.56515
H 0.63263 0.18018 2.96749
H 1.22244 1.38212 0.20162
H 1.48982 -0.23411 0.73334
H -0.29914 0.10412 -0.66336
H -1.32035 0.69279 0.47916
H 0.03772 -1.85101 0.86098
H -1.75965 -1.56958 0.17590
H -1.09267 -1.32558 1.83606
H -1.36257 -0.18552 -2.33493
H -1.80839 1.35547 -2.36588
O -1.59080 0.59266 -1.80720
H 2.05010 -0.33035 -2.13283
H 1.49309 -1.67314 -2.33860
O 1.31554 -0.87999 -1.78991
```

=====

(9)
3 unconnected molecules or ions with the total composition C3H14NO2S2 at a distorted geometry, computed with ωB97M-V/def2-TZVPD.

Summary:
F_max: 1.90 eV/A
E_LUMO: -2.92 eV
ΔE to the lowest compared entry with this formula, charge and spin: 14.45 kcal per mole
gap between HOMO and LUMO: 10.156 eV
HOMO level: -13.08 eV
charge: +1
E_tot: -30587.568 eV

XYZ file:
```
22
C3H14NO2S2 | the OMol25 dataset | ωB97M-V/def2-TZVPD
N -1.29798 -0.11145 0.72699
C -0.02918 0.31572 0.02961
C 1.01464 -0.80129 0.20015
C 0.44360 1.67260 0.49979
S -0.90580 2.86680 0.80987
S -1.24864 2.70740 2.78877
H -1.49511 -1.06456 0.47659
H -1.17485 0.05877 1.72761
H -2.04294 0.53100 0.46437
H -0.22889 0.38065 -1.02265
H 2.00645 -0.39142 0.44783
H 0.84533 -1.44295 1.07015
H 1.21900 -1.31275 -0.73757
H 1.01903 1.60297 1.41869
H 1.07077 2.14119 -0.25059
H -0.28102 3.49535 3.29929
H 4.45288 -1.17173 -3.72979
H 4.45188 -2.39416 -4.61648
O 3.90585 -1.63196 -4.38172
H -4.03248 -2.17638 0.95964
H -4.01627 -1.74721 -0.52693
O -3.67627 -1.52660 0.34639
```

=====

(10)
3 unconnected molecules or ions with the total composition C3H14NO3 at a distorted geometry, computed with ωB97M-V/def2-TZVPD.

Summary:
F_max: 2.53 eV/A
E_LUMO: -2.92 eV
ΔE to the lowest compared entry with this formula, charge and spin: 22.66 kcal per mole
gap between HOMO and LUMO: 11.805 eV
HOMO level: -14.72 eV
charge: +1
E_tot: -10964.025 eV

XYZ file:
```
21
C3H14NO3 | the OMol25 dataset | ωB97M-V/def2-TZVPD
C 0.25974 0.95846 0.54269
C 1.10233 1.61018 -0.57623
C 1.85165 0.87615 -1.68130
O 1.76401 -0.57004 -1.53014
N -0.25722 -0.35640 0.11981
H -0.39460 1.70526 0.97468
H 0.98063 0.90457 1.36567
H 0.34104 2.20914 -1.13873
H 1.81119 2.29231 -0.07518
H 1.31351 1.02269 -2.62090
H 2.86406 1.24351 -1.78209
H 2.62514 -0.89457 -1.25991
H -1.13455 -0.40088 -0.45808
H -0.48853 -0.96080 0.91988
H 0.57242 -0.80062 -0.33264
H -2.04226 -1.71612 4.11901
H -0.68647 -1.08143 4.27450
O -1.16692 -1.65498 3.68396
H -3.33402 0.30026 -1.29173
H -3.21919 -1.14744 -0.95992
O -2.66019 -0.36248 -1.14805
```

=====

Q: Among the records above, which one has the highest E_tot?
A: number 8

=====

Q: F_max of number 6 (C3H14NO2)?
A: 1.94 eV/A

=====

Q: F_max of number 3 (C3H14N2O2S)?
A: 3.90 eV/A